1.
The following is a DFT calculation (wB97M-V/def2-TZVPD) of C2H4I2O as an isolated structure.

Results
HOMO level, eV: -9.6
HOMO-LUMO gap, eV: 9.3
Energy above the lowest of the compared OMol25 structures with the same formula, charge and spin, kcal per mole: 28.9
Charge: 0

```
9
C2H4I2O (wB97M-V/def2-TZVPD)
C -0.30 -0.02 -0.47
C 2.22 -0.05 0.18
O 1.01 0.16 -0.88
I 3.62 1.50 -0.06
I 2.97 -2.03 -0.02
H -0.85 0.06 -1.41
H -0.63 0.77 0.21
H -0.48 -1.01 -0.03
H 1.75 0.04 1.16
```


2.
The following is a DFT calculation (wB97M-V/def2-TZVPD) of the molecule C4H8O2.

Results
HOMO level, eV: -8.6
HOMO-LUMO gap, eV: 9.6
Energy above the lowest of the compared OMol25 structures with the same formula, charge and spin, kcal per mole: 87.8
Charge: 0

```
14
C4H8O2 (wB97M-V/def2-TZVPD)
C 2.11 0.46 -0.65
O 0.75 0.13 -0.66
C 0.31 -0.45 0.55
C -1.18 -0.70 0.42
C -1.91 0.60 0.34
O -2.81 0.54 -0.62
H 2.35 0.89 -1.62
H 2.75 -0.43 -0.49
H 2.35 1.20 0.14
H 0.50 0.24 1.39
H 0.85 -1.39 0.74
H -1.53 -1.17 1.35
H -1.40 -1.38 -0.41
H -3.15 1.45 -0.48
```


3.
The following is a DFT calculation (wB97M-V/def2-TZVPD) of a 2-piece molecular cluster, CH3I2N2 overall.

Results
HOMO level, eV: -12.7
HOMO-LUMO gap, eV: 7.4
Energy above the lowest of the compared OMol25 structures with the same formula, charge and spin, kcal per mole: 13.5
Charge: +1

```
8
CH3I2N2 (wB97M-V/def2-TZVPD)
C -1.06 0.09 -0.14
N -0.55 1.09 -0.46
N -1.70 -0.89 0.26
I 2.97 1.47 0.03
I 4.04 -1.06 -0.03
H 0.27 1.58 -0.32
H -1.77 -1.63 -0.43
H -2.20 -0.64 1.09
```


4.
The following is a DFT calculation (wB97M-V/def2-TZVPD) of a 2-piece molecular cluster, C5H13NO overall.

Results
HOMO level, eV: -9.7
HOMO-LUMO gap, eV: 10.6
SMILES: CCC(N)=O.CC
Energy above the lowest of the compared OMol25 structures with the same formula, charge and spin, kcal per mole: 40.3
Charge: 0

```
20
C5H13NO (wB97M-V/def2-TZVPD)
C 1.63 0.68 2.03
C 1.30 1.02 0.62
C -0.21 1.54 0.48
N -0.38 2.42 1.58
O -0.91 1.30 -0.46
H 1.66 1.47 2.72
H 2.73 0.50 2.23
H 1.25 -0.13 2.62
H 1.91 1.90 0.31
H 1.28 0.26 -0.10
H -1.22 2.98 1.53
H -0.11 2.13 2.53
C -0.78 -2.08 -2.78
C -1.35 -1.95 -1.32
H -0.74 -3.06 -2.92
H -1.45 -1.51 -3.37
H 0.21 -1.78 -2.88
H -0.68 -2.21 -0.49
H -2.27 -2.54 -1.17
H -1.87 -0.95 -1.15
```


5.
The following is a DFT calculation (wB97M-V/def2-TZVPD) of C10H26CrO10S4 as an isolated structure.

Results
HOMO level (alpha / beta), eV: -4.5 / -7.1
Spin multiplicity: 5
HOMO-LUMO gap (alpha / beta), eV: 4.8 / 7.4
Charge: 0

```
51
C10H26CrO10S4 (wB97M-V/def2-TZVPD)
Cr -8.43 34.48 -18.78
O -6.13 33.19 -21.66
C -6.96 33.61 -20.77
O -7.33 32.99 -19.79
O -7.34 34.80 -20.57
H -6.09 32.29 -21.32
O -12.45 34.25 -19.62
C -11.10 34.25 -19.50
O -10.32 33.35 -19.05
O -10.28 35.17 -19.73
H -12.70 33.34 -19.43
C -10.50 38.11 -18.74
S -8.67 37.97 -18.50
O -8.34 36.45 -18.60
C -8.06 38.61 -20.18
H -10.91 37.79 -17.79
H -10.87 37.63 -19.64
H -10.81 39.15 -18.82
H -8.50 37.97 -20.94
H -6.97 38.64 -20.09
H -8.38 39.65 -20.19
C -4.30 35.73 -18.95
S -5.16 35.16 -17.39
O -6.61 34.78 -17.76
C -4.46 33.42 -17.52
H -4.46 35.00 -19.74
H -3.25 35.96 -18.74
H -4.74 36.68 -19.23
H -4.61 32.82 -16.62
H -3.42 33.73 -17.58
H -4.81 33.00 -18.46
C -8.63 31.01 -15.52
S -8.38 31.25 -17.31
O -8.34 32.76 -17.52
C -10.04 30.53 -17.70
H -9.62 31.29 -15.17
H -7.96 31.66 -14.95
H -8.26 29.98 -15.47
H -10.13 29.52 -17.29
H -10.14 30.49 -18.79
H -10.83 31.22 -17.41
C -10.68 33.87 -14.78
S -9.34 35.08 -15.36
O -9.28 34.98 -16.87
C -10.03 36.73 -15.03
H -10.80 33.15 -15.60
H -11.62 34.38 -14.57
H -10.24 33.36 -13.92
H -10.03 36.94 -13.96
H -11.07 36.73 -15.36
H -9.43 37.52 -15.47
```


6.
The following is a DFT calculation (wB97M-V/def2-TZVPD) of the molecule C4H8O2.

Results
HOMO level, eV: -10.3
HOMO-LUMO gap, eV: 11.4
SMILES: OCC[C@H]1CO1
Energy above the lowest of the compared OMol25 structures with the same formula, charge and spin, kcal per mole: 59.0
Charge: 0

```
14
C4H8O2 (wB97M-V/def2-TZVPD)
O 1.93 0.97 0.05
C 1.73 -0.42 -0.14
C 0.29 -0.67 0.21
C -0.68 0.28 -0.51
C -2.02 0.30 0.05
O -1.26 1.49 0.05
H 1.03 1.33 0.00
H 1.97 -0.73 -1.17
H 2.37 -1.01 0.53
H -0.02 -1.69 -0.04
H 0.19 -0.55 1.30
H -0.55 0.43 -1.59
H -2.10 -0.12 1.06
H -2.87 0.17 -0.61
```


7.
The following is a DFT calculation (wB97M-V/def2-TZVPD) of the molecule C6H14.

Results
HOMO level, eV: -8.8
HOMO-LUMO gap, eV: 9.8
SMILES: CCC(C)(C)C
Energy above the lowest of the compared OMol25 structures with the same formula, charge and spin, kcal per mole: 38.2
Charge: 0

```
20
C6H14 (wB97M-V/def2-TZVPD)
C 2.16 0.03 -0.23
C 0.91 -0.37 0.56
C -0.68 0.06 0.01
C -0.46 -0.96 -1.15
C -1.60 -0.33 1.14
C -0.66 1.53 -0.26
H 2.11 1.07 -0.57
H 2.32 -0.60 -1.11
H 3.05 -0.06 0.40
H 1.00 -1.42 0.90
H 0.86 0.23 1.46
H 0.06 -1.94 -1.07
H -1.47 -1.24 -1.39
H -0.03 -0.52 -2.05
H -1.60 -1.41 1.33
H -2.64 -0.05 0.93
H -1.32 0.17 2.08
H -0.04 1.82 -1.12
H -0.30 2.08 0.62
H -1.67 1.90 -0.47
```


8.
The following is a DFT calculation (wB97M-V/def2-TZVPD) of an isolated ion of composition C6H14N2 and charge +1.

Results
HOMO level (alpha / beta), eV: -13.5 / -13.4
Spin multiplicity: 2
HOMO-LUMO gap (alpha / beta), eV: 10.5 / 5.6
Energy above the lowest of the compared OMol25 structures with the same formula, charge and spin, kcal per mole: 47.6
Charge: +1

```
22
C6H14N2 (wB97M-V/def2-TZVPD)
C 2.21 0.54 0.82
N 1.00 -0.24 1.09
C 0.00 -0.23 -0.02
C -1.40 -0.46 0.44
C -2.21 0.79 0.94
C -2.29 1.83 0.12
C 0.53 -1.27 -1.08
N 1.34 -0.74 -2.11
H 3.09 -0.06 0.56
H 1.90 1.30 0.13
H 2.52 1.03 1.77
H 1.28 -1.17 1.41
H 0.20 0.74 -0.49
H -2.08 -0.98 -0.23
H -1.40 -1.04 1.41
H -2.58 0.72 1.95
H -2.78 2.71 0.44
H -1.94 1.79 -0.91
H -0.29 -1.87 -1.43
H 0.99 -2.04 -0.39
H 2.05 -0.08 -1.82
H 1.76 -1.40 -2.75
```


9.
The following is a DFT calculation (wB97M-V/def2-TZVPD) of a 7-piece molecular cluster, C14H23F4N2O14 overall.

Results
HOMO level, eV: -12.5
HOMO-LUMO gap, eV: 8.6
Energy above the lowest of the compared OMol25 structures with the same formula, charge and spin, kcal per mole: 68.7
Charge: +1

```
57
C14H23F4N2O14 (wB97M-V/def2-TZVPD)
N -7.47 -10.53 -12.51
H -7.80 -9.72 -13.01
H -6.70 -10.93 -13.02
H -8.24 -11.19 -12.54
H -7.28 -10.13 -11.61
N -8.42 -12.75 -9.00
H -8.90 -12.65 -8.12
H -8.00 -13.66 -9.15
H -7.94 -11.88 -9.16
H -9.05 -12.67 -9.78
C -6.22 -8.92 -8.22
C -6.50 -9.60 -9.53
O -5.80 -9.29 -10.54
O -7.44 -10.43 -9.62
H -6.73 -7.96 -8.26
H -5.15 -8.76 -8.11
H -6.66 -9.48 -7.39
C -2.64 -7.63 -9.52
C -1.33 -6.97 -9.32
O -1.65 -6.07 -8.30
C -2.92 -5.79 -8.35
O -3.45 -4.77 -7.87
O -3.49 -6.55 -9.27
F -1.08 -6.37 -10.42
H -2.98 -8.30 -8.73
H -2.55 -8.22 -10.43
H -0.43 -7.51 -9.01
C -2.90 -13.12 -10.89
C -3.92 -12.10 -11.44
O -5.16 -12.71 -11.14
C -5.01 -13.70 -10.25
O -5.84 -14.28 -9.54
O -3.73 -14.11 -10.31
F -3.89 -12.03 -12.76
H -2.16 -12.74 -10.19
H -2.35 -13.42 -11.79
H -3.77 -11.09 -11.04
C -9.28 -7.61 -5.54
C -9.89 -7.57 -6.92
O -11.17 -7.10 -6.70
C -11.27 -6.59 -5.52
O -12.20 -6.03 -4.97
O -10.23 -6.86 -4.84
F -10.01 -8.83 -7.35
H -8.33 -7.08 -5.57
H -9.30 -8.61 -5.10
H -9.36 -6.91 -7.61
C -5.93 -5.55 -10.91
C -5.11 -6.24 -12.02
O -4.02 -5.35 -12.07
C -4.45 -4.12 -11.87
O -3.81 -3.12 -12.19
O -5.57 -4.17 -11.17
F -5.80 -6.18 -13.15
H -5.55 -5.79 -9.92
H -7.01 -5.63 -10.81
H -4.82 -7.26 -11.77
```


10.
The following is a DFT calculation (wB97M-V/def2-TZVPD) of C23H38HgO12 as an isolated structure.

Results
HOMO level, eV: -6.6
HOMO-LUMO gap, eV: 2.6
Energy above the lowest of the compared OMol25 structures with the same formula, charge and spin, kcal per mole: 189.1
Charge: 0

```
74
C23H38HgO12 (wB97M-V/def2-TZVPD)
Hg 23.97 -6.11 41.39
C 24.87 -8.16 47.20
C 25.16 -7.04 46.12
O 24.19 -6.84 45.14
H 24.01 -8.15 47.87
H 25.66 -8.43 47.90
H 24.58 -9.04 46.63
H 26.06 -7.34 45.60
H 25.42 -6.12 46.65
C 24.52 -4.87 36.85
O 24.18 -5.74 37.91
H 25.17 -4.05 37.16
H 24.86 -5.34 35.93
H 23.69 -4.25 36.50
O 23.02 -2.38 42.67
C 22.51 -1.63 43.50
O 22.39 -0.33 43.26
C 21.70 0.32 44.31
C 20.96 -0.82 45.12
C 21.68 -2.04 44.76
H 20.97 1.04 43.94
H 22.55 0.81 44.79
H 19.91 -0.78 44.84
H 20.98 -0.58 46.18
H 20.90 -2.76 44.49
H 22.33 -2.43 45.55
O 22.74 -9.89 41.96
C 22.51 -10.79 42.74
O 21.45 -10.68 43.59
C 21.32 -11.94 44.29
C 22.15 -12.93 43.43
C 23.30 -12.03 42.95
H 20.25 -12.10 44.37
H 21.69 -11.88 45.31
H 21.50 -13.30 42.63
H 22.54 -13.84 43.90
H 23.73 -12.33 41.99
H 24.12 -11.86 43.65
O 28.04 -4.42 41.61
C 29.27 -4.36 41.80
O 30.02 -3.21 41.56
C 31.40 -3.46 41.55
C 31.49 -5.01 41.45
C 30.26 -5.43 42.24
H 31.69 -3.14 42.55
H 31.92 -2.89 40.78
H 32.37 -5.36 41.99
H 31.66 -5.36 40.43
H 30.37 -5.34 43.31
H 29.86 -6.44 42.12
O 20.08 -6.23 41.31
C 18.91 -6.50 41.08
O 18.47 -6.52 39.81
C 17.09 -6.92 39.66
C 16.57 -6.67 41.03
C 17.79 -6.82 41.93
H 17.07 -7.92 39.24
H 16.75 -6.23 38.89
H 15.61 -7.17 41.13
H 16.28 -5.62 41.10
H 18.08 -7.76 42.39
H 17.75 -6.07 42.72
O 26.57 -9.18 40.17
C 27.04 -10.12 39.61
O 27.42 -11.27 40.32
C 27.75 -12.28 39.42
C 27.32 -11.84 38.01
C 27.23 -10.32 38.12
H 27.17 -13.18 39.63
H 28.82 -12.47 39.38
H 26.40 -12.34 37.70
H 28.09 -12.19 37.33
H 26.47 -10.00 37.41
H 28.20 -9.92 37.85
```


11.
The following is a DFT calculation (wB97M-V/def2-TZVPD) of an isolated ion of composition C6H8N and charge +1.

Results
HOMO level, eV: -13.9
HOMO-LUMO gap, eV: 9.8
SMILES: C#C[C@H]([NH3+])C#CC
Energy above the lowest of the compared OMol25 structures with the same formula, charge and spin, kcal per mole: 152.1
Charge: +1

```
15
C6H8N (wB97M-V/def2-TZVPD)
C -0.97 0.55 2.87
C -0.68 -0.02 1.86
C -0.47 -1.07 0.42
N 0.76 -1.94 0.65
C -0.20 -0.16 -0.66
C -0.12 0.78 -1.45
C 0.16 1.96 -2.25
H -0.91 1.12 3.73
H -1.30 -1.61 0.23
H 1.08 -2.43 -0.35
H 0.48 -2.76 1.27
H 1.58 -1.33 0.87
H 0.76 2.66 -1.52
H -0.74 2.53 -2.41
H 0.55 1.71 -3.29
```


12.
The following is a DFT calculation (wB97M-V/def2-TZVPD) of a 9-piece molecular cluster, H18O9 overall.

Results
HOMO level, eV: -9.5
HOMO-LUMO gap, eV: 9.4
SMILES: O.O.O.O.O.O.O.O.O
Energy above the lowest of the compared OMol25 structures with the same formula, charge and spin, kcal per mole: 114.3
Charge: 0

```
27
H18O9 (wB97M-V/def2-TZVPD)
O 0.13 -0.27 -1.16
H -0.40 -0.91 -0.67
H 0.94 -0.20 -0.66
O -4.99 -1.33 -0.84
H -4.15 -1.81 -0.85
H -4.78 -0.48 -1.23
O 2.11 -1.92 0.52
H 2.78 -2.17 1.16
H 1.89 -1.01 0.76
O -3.46 2.43 -1.28
H -3.61 3.33 -0.96
H -3.89 2.42 -2.15
O 4.45 0.65 -0.78
H 4.87 1.04 -1.55
H 4.25 1.41 -0.21
O 2.27 2.92 -0.34
H 1.52 2.48 -0.76
H 1.87 3.65 0.15
O -1.58 -1.38 1.72
H -0.81 -1.63 1.19
H -1.74 -2.15 2.27
O 1.51 -2.82 -1.09
H 2.14 -3.28 -0.52
H 0.66 -3.18 -0.84
O -0.70 1.75 2.53
H -0.09 1.50 3.23
H -1.20 0.95 2.35
```


13.
The following is a DFT calculation (wB97M-V/def2-TZVPD) of a 2-piece molecular cluster, C4H10N4 overall.

Results
HOMO level, eV: -8.0
HOMO-LUMO gap, eV: 8.9
SMILES: C=C(N)N.CN=C=N
Energy above the lowest of the compared OMol25 structures with the same formula, charge and spin, kcal per mole: 59.0
Charge: 0

```
18
C4H10N4 (wB97M-V/def2-TZVPD)
C 0.87 -1.34 1.29
C -0.17 -0.48 1.27
N 0.01 0.89 1.79
N -1.50 -0.83 1.07
H 1.81 -1.12 1.77
H 0.79 -2.26 0.73
H -0.83 1.28 2.20
H 0.77 0.95 2.45
H -2.11 -0.08 0.76
H -1.59 -1.66 0.50
C -0.52 0.10 -2.61
N -0.33 0.60 -1.29
C 0.57 1.25 -0.73
N 1.74 1.60 -0.54
H -0.05 0.74 -3.36
H -0.11 -0.91 -2.71
H -1.59 0.07 -2.84
H 2.24 1.19 0.24
```


14.
The following is a DFT calculation (wB97M-V/def2-TZVPD) of a 2-piece molecular cluster, C9H14S overall.

Results
HOMO level, eV: -8.4
HOMO-LUMO gap, eV: 9.3
SMILES: Cc1ccccc1.CSC
Energy above the lowest of the compared OMol25 structures with the same formula, charge and spin, kcal per mole: 23.1
Charge: 0

```
24
C9H14S (wB97M-V/def2-TZVPD)
C -2.50 -0.75 -0.36
C -1.61 0.05 0.54
C -1.87 1.38 0.85
C -0.99 2.24 1.51
C 0.26 1.76 1.87
C 0.48 0.40 1.71
C -0.41 -0.49 1.09
H -2.07 -0.79 -1.34
H -3.49 -0.35 -0.50
H -2.58 -1.79 0.00
H -2.87 1.73 0.55
H -1.35 3.24 1.68
H 1.05 2.37 2.30
H 1.48 0.10 1.94
H -0.30 -1.58 0.99
C 3.09 -0.51 -0.91
S 1.99 -1.88 -0.85
C 0.64 -1.26 -1.93
H 2.80 0.41 -1.41
H 3.54 -0.21 0.06
H 3.91 -0.64 -1.65
H -0.10 -2.09 -1.74
H 0.73 -0.97 -2.98
H 0.18 -0.40 -1.42
```


15.
The following is a DFT calculation (wB97M-V/def2-TZVPD) of an isolated ion of composition C15H22Cl2F2N2O3P and charge +1.

Results
HOMO level, eV: -13.6
HOMO-LUMO gap, eV: 8.4
SMILES: CCOCc1c([C@@H](F)CC)c([C@@H](Cl)[C@H](C)Cl)c(CC(=O)F)n[n+]1[PH2]=O
Energy above the lowest of the compared OMol25 structures with the same formula, charge and spin, kcal per mole: 6.2
Charge: +1

```
47
C15H22Cl2F2N2O3P (wB97M-V/def2-TZVPD)
C 3.55 -2.58 0.27
C 2.60 -1.62 0.97
O 3.05 -0.29 0.72
C 2.38 0.71 1.41
C 0.87 0.63 1.24
C 0.21 0.93 0.01
C 0.94 1.44 -1.24
F 2.27 1.72 -1.03
C 0.89 0.48 -2.41
C 1.60 1.09 -3.62
C -1.18 0.75 -0.01
C -2.18 1.05 -1.11
Cl -1.80 2.45 -2.12
C -2.66 -0.26 -1.89
C -1.91 -1.53 -1.56
Cl -2.70 -0.04 -3.65
C -1.78 0.28 1.20
C -3.27 0.10 1.35
C -3.88 1.38 1.81
O -3.32 2.21 2.41
F -5.14 1.49 1.49
N -1.14 0.03 2.30
N 0.18 0.21 2.30
P 0.80 -0.27 3.91
O 1.20 -1.67 3.93
H 2.99 -3.35 -0.26
H 4.19 -3.09 0.98
H 4.14 -2.04 -0.47
H 2.60 -1.83 2.03
H 1.60 -1.77 0.56
H 2.68 1.66 1.01
H 2.67 0.72 2.46
H 0.49 2.39 -1.48
H 1.46 -0.40 -2.08
H -0.11 0.16 -2.64
H 1.34 0.58 -4.54
H 2.67 1.00 -3.48
H 1.39 2.15 -3.68
H -3.07 1.40 -0.61
H -3.69 -0.42 -1.62
H -2.14 -1.86 -0.55
H -2.21 -2.33 -2.22
H -0.83 -1.43 -1.63
H -3.76 -0.29 0.48
H -3.45 -0.62 2.15
H 1.78 0.67 4.23
H -0.32 0.02 4.69
```


16.
The following is a DFT calculation (wB97M-V/def2-TZVPD) of a 4-piece molecular cluster, CH9NO4 overall.

Results
HOMO level, eV: -10.0
HOMO-LUMO gap, eV: 10.8
SMILES: NC=O.O.O.O
Energy above the lowest of the compared OMol25 structures with the same formula, charge and spin, kcal per mole: 33.2
Charge: 0

```
15
CH9NO4 (wB97M-V/def2-TZVPD)
N 0.28 -2.06 -0.86
C 0.28 -2.26 0.55
O -0.47 -1.61 1.31
H 0.89 -2.77 -1.40
H 0.01 -1.10 -1.14
H 0.76 -3.10 0.98
O 0.11 1.15 2.17
H 0.80 1.14 2.87
H -0.22 0.34 1.87
O -0.96 0.14 -2.02
H -1.04 0.96 -1.53
H -1.02 0.27 -3.02
O 0.17 2.90 -0.32
H 0.81 3.45 0.05
H -0.39 2.55 0.49
```


17.
The following is a DFT calculation (wB97M-V/def2-TZVPD) of a 4-piece molecular cluster, C2H12O3S2 overall.

Results
HOMO level (alpha / beta), eV: 0.4 / -4.0
Spin multiplicity: 2
HOMO-LUMO gap (alpha / beta), eV: 2.9 / 7.4
Energy above the lowest of the compared OMol25 structures with the same formula, charge and spin, kcal per mole: 20.3
Charge: -1

```
19
C2H12O3S2 (wB97M-V/def2-TZVPD)
C -1.47 -1.53 -0.06
C -1.83 -0.32 0.74
S -0.51 0.38 1.81
S 0.63 1.35 0.41
H -0.59 -1.39 -0.68
H -1.19 -2.38 0.57
H -2.23 -2.00 -0.70
H -2.11 0.53 0.12
H -2.65 -0.45 1.44
H 1.82 1.29 1.05
H 0.51 -1.41 -2.90
H 1.11 -0.03 -2.58
O 1.18 -0.98 -2.36
H 2.08 -2.86 0.99
H 2.09 -1.68 0.12
O 2.51 -2.02 0.93
H -1.11 2.49 -2.78
H -0.81 1.43 -1.73
O -1.30 1.57 -2.55
```